Entry 1:
{
  "formula": "C9H13NO3",
  "method": "the ωB97M-V functional and the def2-TZVPD basis",
  "fmax_ev_per_a": 6.1,
  "lumo_energy_ev": 0.804,
  "orbital_gap_ev": 9.035,
  "e_tot_ev": -17174.274,
  "smiles": "NC[C@@H](CC(=O)O)Cc1ccco1",
  "molar_mass_g_mol": 183.2,
  "homo_ev": -8.23,
  "elements": ["N", "C", "C", "C", "C", "O", "O", "C", "C", "C", "C", "C", "O", "H", "H", "H", "H", "H", "H", "H", "H", "H", "H", "H", "H", "H"],
  "positions_angstrom": [[1.65188, -1.65378, -0.51276], [0.29024, -2.28242, -0.35192], [-0.88084, -1.29436, -0.55748], [-1.43108, -0.74256, 0.79833], [-0.39097, -0.06653, 1.74282], [0.90896, -0.05136, 1.74848], [-1.04815, 0.58212, 2.73773], [-0.43248, -0.29705, -1.65722], [0.18967, 0.91186, -0.94237], [1.30462, 1.56990, -0.49344], [0.94435, 2.87740, 0.06273], [-0.38275, 2.90505, -0.06739], [-0.82325, 1.87777, -0.78227], [2.32690, -2.33373, -0.78202], [1.89385, -1.21382, 0.38613], [0.16550, -3.15847, -1.06514], [0.18437, -2.81527, 0.65040], [-1.62303, -1.85864, -0.97856], [-1.75918, -1.61484, 1.29116], [-2.22324, -0.00455, 0.52300], [-0.31006, 0.89916, 3.23506], [0.21688, -0.76699, -2.49545], [-1.29124, 0.06625, -2.19623], [2.16248, 0.99751, -0.72354], [1.41096, 3.76782, 0.50389], [-1.05438, 3.69952, -0.07394]],
  "atomic_forces_ev_per_a": [[-1.724, 0.063, 0.774], [0.808, -1.501, 0.560], [3.023, 0.647, 0.591], [1.876, 1.755, -2.069], [3.692, 0.159, 0.094], [-6.106, -0.595, 0.168], [-0.008, -1.002, -1.516], [1.543, 0.226, 0.196], [-1.077, 3.219, -1.111], [-0.401, -0.923, -0.788], [0.665, -0.672, 0.274], [0.298, -0.120, -1.600], [-1.560, -1.992, 0.416], [0.455, -0.535, 0.015], [-0.006, -0.326, -0.684], [0.379, 1.261, 0.400], [0.125, 0.759, -0.840], [-2.272, -1.433, -0.845], [-0.903, -0.716, 0.931], [0.407, -0.631, 0.893], [0.840, 0.815, 1.178], [-0.757, 0.624, 1.904], [-0.451, 0.434, 0.035], [1.548, 0.294, 0.655], [0.613, -1.042, -0.294], [-1.005, 1.230, 0.663]],
  "lowdin_charge": [0.012, -0.220, -0.298, -0.030, -0.372, 0.007, 0.110, -0.073, -0.226, -0.037, -0.036, -0.175, -0.018, 0.051, 0.054, 0.124, 0.119, 0.094, 0.107, 0.143, 0.104, 0.150, 0.104, 0.090, 0.110, 0.108]
}

---

Entry 2:
{
  "formula": "C9H13NOP",
  "method": "the ωB97M-V functional and the def2-TZVPD basis",
  "fmax_ev_per_a": 5.7,
  "lumo_energy_ev": [-3.240, -7.065],
  "s_squared": 2.013,
  "orbital_gap_ev": [7.745, 6.193],
  "spin_multiplicity": 3,
  "e_tot_ev": -22359.877,
  "total_charge": 1,
  "molar_mass_g_mol": 182.2,
  "homo_ev": [-10.99, -13.26],
  "elements": ["C", "C", "C", "C", "C", "C", "C", "C", "C", "N", "O", "P", "H", "H", "H", "H", "H", "H", "H", "H", "H", "H", "H", "H", "H"],
  "positions_angstrom": [[3.14085, -0.70566, -0.33971], [2.25493, -1.03291, -1.29906], [2.72625, -0.15456, 0.88731], [0.88302, -0.89733, -1.00638], [1.37625, -0.15778, 1.26583], [0.44207, -0.29077, 0.19825], [-1.47591, 1.30084, -1.75504], [-1.60588, 1.21946, -0.28011], [-1.01331, -0.06574, 0.34828], [-1.19688, -0.03347, 1.84131], [-2.99656, -1.77800, 0.78890], [-2.07233, -1.66522, -0.28942], [4.19711, -0.75877, -0.56526], [2.59157, -1.49278, -2.16760], [3.41621, 0.10374, 1.58304], [0.08417, -1.16731, -1.72356], [1.12973, 0.44478, 2.13923], [-2.01451, 0.43853, -2.29143], [-1.73421, 2.30327, -1.95154], [-0.45672, 1.10271, -2.12925], [-1.20903, 2.13558, 0.13652], [-2.71289, 1.40378, -0.01897], [-0.69569, 0.64125, 2.40455], [-2.26743, -0.02247, 2.01349], [-0.79079, -0.87119, 2.21063]],
  "atomic_forces_ev_per_a": [[1.168, 1.498, 1.440], [-2.740, -0.383, 0.927], [-2.246, -2.210, -1.431], [-0.179, 1.020, -0.067], [0.470, 2.208, -2.032], [0.901, -2.039, -1.083], [0.751, -2.669, -1.281], [-1.843, -0.447, 1.010], [0.926, 1.826, 0.804], [-3.483, -0.389, 0.346], [-3.853, -0.441, 4.236], [3.554, 0.406, -3.952], [0.076, -0.083, 0.170], [0.316, -0.583, -1.599], [2.081, 0.837, 1.936], [0.817, 0.045, 0.210], [0.179, -0.523, 0.195], [-0.056, 1.755, 0.680], [-0.697, 0.853, -1.288], [-0.063, 0.573, 0.489], [0.993, -0.003, 0.538], [1.276, -1.021, -0.212], [-0.209, 1.175, -0.488], [2.101, -0.092, 0.165], [-0.241, -1.312, 0.286]],
  "lowdin_charge": [-0.047, -0.038, -0.019, -0.032, -0.008, -0.236, -0.112, -0.244, -0.472, 0.174, -0.442, 0.934, 0.124, 0.103, 0.081, 0.095, 0.110, 0.098, 0.075, 0.081, 0.124, 0.155, 0.151, 0.201, 0.143]
}

---

Entry 3:
{
  "formula": "C9H13O",
  "method": "the ωB97M-V functional and the def2-TZVPD basis",
  "fmax_ev_per_a": 5.6,
  "lumo_energy_ev": -4.513,
  "orbital_gap_ev": 9.611,
  "e_tot_ev": -11580.496,
  "total_charge": 1,
  "molar_mass_g_mol": 137.2,
  "homo_ev": -14.12,
  "elements": ["C", "C", "C", "C", "C", "C", "C", "C", "C", "O", "H", "H", "H", "H", "H", "H", "H", "H", "H", "H", "H", "H", "H"],
  "positions_angstrom": [[-1.62133, 1.95928, 2.16658], [-2.15935, 0.67640, 2.01375], [-0.59196, 2.38071, 1.32538], [-1.71306, -0.20139, 1.06093], [-0.00585, 1.47904, 0.43504], [-0.58783, 0.27377, 0.37298], [2.36334, -1.39629, -0.63553], [0.09144, -0.34999, -2.19632], [0.94165, -1.89844, -0.54519], [-0.07828, -0.96820, -1.00807], [-2.33890, 2.64232, 2.75549], [-3.07697, 0.58210, 2.63130], [-0.23051, 3.34891, 1.24767], [-2.27077, -1.02511, 0.73856], [0.73171, 1.80112, -0.39557], [2.91452, -2.24055, -0.02528], [2.64309, -0.37563, -0.21833], [2.87268, -1.23656, -1.70952], [0.76768, 0.49096, -2.14819], [0.41741, -1.07914, -2.86151], [-0.86401, 0.06593, -2.50287], [0.95432, -2.87290, -1.05639], [0.84097, -2.05634, 0.55509]],
  "atomic_forces_ev_per_a": [[-1.282, 1.012, -0.239], [-1.027, 1.297, 1.199], [-0.701, -1.467, 0.671], [1.843, 0.780, -1.032], [1.625, 0.364, -2.741], [-1.379, -2.300, -0.278], [3.108, 0.501, -1.054], [-0.436, 2.337, -1.601], [1.809, 0.211, 1.173], [-1.542, 0.101, 5.364], [2.036, -0.734, -0.734], [0.649, -0.903, -0.798], [0.430, 1.808, 0.299], [-0.438, -1.388, -0.131], [-1.066, -0.435, 1.852], [-0.499, 1.880, -1.407], [-0.902, -1.347, 0.289], [-1.408, -1.140, 2.090], [0.623, 0.070, -0.034], [0.662, -1.035, -1.603], [-0.176, -0.203, -0.124], [-0.997, 0.492, -0.158], [-0.933, 0.101, -1.004]],
  "lowdin_charge": [-0.037, -0.060, -0.032, 0.006, -0.029, 0.058, -0.105, -0.074, -0.198, -0.174, 0.156, 0.139, 0.101, 0.119, 0.168, 0.130, 0.090, 0.125, 0.098, 0.103, 0.129, 0.144, 0.142]
}

---

Entry 4:
{
  "formula": "C9H13O5PY",
  "method": "the ωB97M-V functional and the def2-TZVPD basis",
  "fmax_ev_per_a": 7.2,
  "lumo_energy_ev": -13.632,
  "orbital_gap_ev": 7.403,
  "e_tot_ev": -30083.892,
  "total_charge": 3,
  "molar_mass_g_mol": 321.1,
  "homo_ev": -21.03,
  "elements": ["Y", "O", "C", "C", "O", "C", "O", "C", "O", "C", "H", "H", "C", "H", "H", "C", "P", "C", "C", "O", "H", "H", "H", "H", "H", "H", "H", "H", "H"],
  "positions_angstrom": [[-0.11337, 0.55454, -1.44910], [0.36924, 4.16492, -1.58079], [0.18556, 3.04702, -1.33029], [-0.10345, -1.89076, -1.34884], [0.12411, -2.98965, -1.04858], [2.22491, -0.16327, -1.35051], [3.20431, -0.67605, -1.08474], [-2.51554, -0.01591, -1.39849], [-3.61896, -0.30382, -1.35799], [-0.00594, 0.76389, -4.73985], [-0.89089, 1.39713, -4.76449], [0.94059, 1.30072, -4.74205], [-0.06722, -0.55982, -4.86610], [0.84426, -1.17394, -4.97746], [-1.02516, -1.09444, -4.99895], [-0.40498, 1.26696, 3.65702], [-0.02743, -0.00124, 2.39462], [1.66616, -0.53248, 2.75267], [-1.11747, -1.36953, 2.74785], [-0.18294, 0.42961, 0.90081], [0.19321, 1.37691, 4.58639], [-1.42925, 1.27525, 4.08376], [-0.22672, 2.19283, 3.09829], [1.82315, -0.85256, 3.79312], [1.76653, -1.38427, 2.06362], [2.41869, 0.25246, 2.57808], [-2.04376, -1.17884, 2.21380], [-0.63968, -2.26695, 2.37050], [-1.34796, -1.56872, 3.79768]],
  "atomic_forces_ev_per_a": [[-0.479, 0.813, 1.801], [-0.959, -5.632, 1.507], [1.098, 6.570, -1.638], [1.346, -6.823, 1.727], [-1.299, 5.506, -1.646], [4.043, -1.991, 0.996], [-2.824, 1.635, -0.913], [-4.835, -1.197, 0.052], [3.783, 0.986, -0.101], [0.048, 1.015, 0.902], [-0.110, -0.129, -0.124], [0.084, -0.114, -0.112], [-0.074, -1.398, -0.015], [-0.492, 0.375, 0.097], [0.519, 0.358, 0.103], [-0.439, 1.105, -0.354], [0.432, -0.098, 3.667], [-0.195, 0.036, -0.797], [0.118, -0.285, -0.578], [0.172, 0.224, -2.642], [0.403, -0.808, -0.883], [0.258, -0.197, -0.920], [-0.294, 0.322, 0.336], [-0.495, -0.065, -0.293], [0.677, 0.060, 0.316], [-0.324, -0.238, -0.241], [-0.279, -0.156, 0.006], [-0.121, -0.359, -0.248], [0.237, 0.484, -0.005]],
  "lowdin_charge": [1.343, 0.216, 0.061, 0.006, 0.226, 0.018, 0.246, 0.029, 0.243, -0.095, 0.072, 0.072, -0.024, 0.094, 0.094, -0.145, 0.668, -0.147, -0.145, -0.517, 0.096, 0.085, 0.053, 0.096, 0.054, 0.079, 0.064, 0.060, 0.097]
}

---

Entry 5:
{
  "formula": "C9H14",
  "method": "the ωB97M-V functional and the def2-TZVPD basis",
  "fmax_ev_per_a": 5.9,
  "lumo_energy_ev": 1.046,
  "orbital_gap_ev": 10.060,
  "e_tot_ev": -9558.104,
  "smiles": "Cc1ccccc1.CC",
  "molar_mass_g_mol": 122.2,
  "homo_ev": -9.01,
  "elements": ["C", "C", "C", "C", "C", "C", "C", "H", "H", "H", "H", "H", "H", "H", "H", "C", "C", "H", "H", "H", "H", "H", "H"],
  "positions_angstrom": [[-0.69331, 1.67519, 1.69134], [0.35677, 1.07288, 0.74183], [0.03165, -0.08317, -0.00509], [1.09804, -0.69959, -0.59349], [2.31370, -0.09989, -0.75811], [2.62898, 1.08685, -0.11686], [1.59450, 1.70002, 0.66440], [-0.75535, 2.73131, 1.63518], [-0.64234, 1.52114, 2.75662], [-1.73050, 1.16368, 1.34296], [-1.05141, -0.30135, -0.12273], [0.98129, -1.52260, -1.31071], [3.04615, -0.61633, -1.42148], [3.39388, 1.62352, -0.41703], [2.01926, 2.43497, 1.36869], [-2.99971, -1.23709, -0.96763], [-2.45959, -2.59103, -0.52905], [-3.98739, -1.42428, -1.49163], [-3.12073, -0.72671, -0.00081], [-2.31996, -0.87662, -1.66586], [-1.46517, -2.73846, -1.01772], [-3.01681, -3.37408, -0.96164], [-2.57711, -2.83920, 0.54214]],
  "atomic_forces_ev_per_a": [[-2.485, -2.161, -1.866], [-0.676, 0.984, 1.638], [-0.274, 1.547, 1.003], [-1.083, -1.280, -2.535], [2.236, 0.162, 0.077], [-5.532, -1.826, 0.640], [2.247, -1.761, 0.052], [-0.217, 1.107, -0.606], [0.621, -0.818, 0.344], [2.055, 1.541, 0.964], [1.331, -0.422, 0.320], [-0.464, -0.147, 0.728], [-0.536, 0.616, 0.625], [4.211, 2.325, -0.793], [-1.175, 0.229, -0.476], [-2.499, -1.945, 1.321], [0.872, -0.777, -0.402], [0.959, 0.725, 0.783], [-0.153, 0.899, -1.005], [0.918, 1.503, -0.946], [-0.310, -0.042, 1.326], [-0.903, -1.003, -0.808], [0.859, 0.543, -0.385]],
  "lowdin_charge": [-0.052, -0.267, -0.041, -0.116, -0.110, -0.063, -0.037, 0.048, 0.062, 0.112, 0.072, 0.106, 0.117, 0.045, 0.118, -0.179, -0.183, 0.090, 0.063, 0.032, 0.073, 0.032, 0.079]
}

---

Entry 6:
{
  "formula": "C9H14",
  "method": "the ωB97M-V functional and the def2-TZVPD basis",
  "fmax_ev_per_a": 4.2,
  "lumo_energy_ev": 0.984,
  "orbital_gap_ev": 10.023,
  "e_tot_ev": -9558.831,
  "smiles": "Cc1ccccc1.CC",
  "molar_mass_g_mol": 122.2,
  "homo_ev": -9.04,
  "elements": ["C", "C", "C", "C", "C", "C", "C", "H", "H", "H", "H", "H", "H", "H", "H", "C", "C", "H", "H", "H", "H", "H", "H"],
  "positions_angstrom": [[-2.41648, 2.14107, -0.11920], [-1.49621, 1.12045, 0.44988], [-1.24512, 0.97755, 1.83487], [-0.66115, -0.12211, 2.40361], [-0.13481, -1.13544, 1.58581], [-0.48177, -1.16311, 0.26102], [-1.06815, 0.05619, -0.33806], [-2.74289, 1.82404, -1.12356], [-1.97484, 3.09370, -0.44273], [-3.25499, 2.48667, 0.45436], [-1.42062, 1.86092, 2.47496], [-0.64660, -0.23327, 3.46729], [0.37268, -1.98113, 2.01614], [-0.25100, -2.06459, -0.33166], [-1.42995, -0.30760, -1.26649], [3.63451, -0.44458, -2.61978], [2.61967, -1.34997, -2.02196], [3.17424, 0.56128, -2.71454], [4.56628, -0.35853, -1.99098], [4.08452, -0.72784, -3.65044], [2.54955, -1.06692, -0.95588], [3.01804, -2.39048, -2.03801], [1.60231, -1.33342, -2.47793]],
  "atomic_forces_ev_per_a": [[0.476, 1.251, -2.018], [0.178, -1.503, 0.160], [-0.014, 1.768, 0.070], [0.666, -0.245, -0.777], [-1.029, -0.449, 0.443], [0.415, 2.441, -0.697], [0.162, -3.718, 1.918], [-0.369, -0.377, 0.553], [0.693, -0.045, 0.539], [-0.451, -0.507, 0.623], [-0.507, -0.688, -0.222], [0.411, 0.208, 0.482], [0.012, -0.220, 0.260], [-0.147, 0.810, 0.065], [-0.483, 1.270, -1.405], [1.870, 1.297, -1.734], [-0.131, -1.509, 0.817], [0.630, -0.353, -0.063], [-1.081, -0.017, -0.323], [-1.191, 0.257, 1.463], [-0.405, -0.240, -0.406], [-0.566, 0.476, 0.038], [0.863, 0.093, 0.215]],
  "lowdin_charge": [-0.067, -0.277, -0.067, -0.092, -0.113, -0.079, -0.033, 0.081, 0.079, 0.071, 0.118, 0.096, 0.094, 0.104, 0.086, -0.219, -0.214, 0.065, 0.074, 0.087, 0.064, 0.071, 0.071]
}